[1]
DFT (ωB97M-V with the def2-TZVPD basis set) results for C47H53N11OPdSb as an isolated structure.

Positions of all 114 atoms, in Å:
Pd: -0.09 0.45 0.11
N: 4.72 0.73 -0.45
C: 4.59 0.95 -1.90
C: 4.08 -0.35 -2.54
C: 2.64 -0.63 -2.11
N: 2.60 -0.75 -0.62
C: 1.73 0.51 -2.54
C: 2.16 1.86 -1.94
N: 1.80 1.92 -0.51
C: 3.65 2.12 -2.22
H: 5.44 0.03 -0.28
H: 3.42 -0.09 -0.28
H: 5.04 1.57 0.01
H: 5.57 1.19 -2.34
H: 4.73 -1.18 -2.27
H: 4.12 -0.25 -3.62
H: 2.29 -1.56 -2.57
H: 2.78 -1.70 -0.31
H: 1.65 -0.43 -0.27
H: 0.68 0.32 -2.23
H: 1.74 0.59 -3.63
H: 1.59 2.64 -2.46
H: 1.43 2.85 -0.30
H: 2.63 1.80 0.06
H: 3.97 3.01 -1.68
H: 3.76 2.34 -3.28
C: 0.24 -5.13 -2.31
N: 0.07 -3.91 -1.56
C: -0.05 -2.65 -1.97
N: -0.08 -1.84 -0.91
C: 0.01 -2.69 0.14
N: 0.10 -3.94 -0.23
C: -0.88 -5.41 -3.29
C: -0.62 -6.18 -4.43
C: -1.64 -6.48 -5.33
C: -2.92 -6.02 -5.11
C: -3.19 -5.25 -3.97
C: -2.16 -4.96 -3.06
C: -4.50 -4.74 -3.71
N: -5.58 -4.82 -4.45
N: -6.54 -4.17 -3.84
C: -6.06 -3.68 -2.73
O: -4.76 -4.02 -2.60
C: -6.69 -2.84 -1.75
C: -7.94 -2.26 -1.98
C: -8.43 -1.36 -1.05
C: -7.69 -1.02 0.08
C: -6.46 -1.62 0.32
C: -5.61 -1.22 1.51
N: -4.30 -0.83 1.03
C: -3.09 -0.99 1.58
N: -2.17 -0.49 0.77
C: -2.89 -0.01 -0.27
N: -4.17 -0.20 -0.14
C: -5.97 -2.55 -0.58
H: 0.30 -5.94 -1.57
H: 1.20 -5.09 -2.85
H: -0.11 -2.35 -2.99
H: 0.00 -2.39 1.18
H: 0.38 -6.55 -4.61
H: -1.42 -7.08 -6.20
H: -3.72 -6.24 -5.79
H: -2.40 -4.38 -2.18
H: -8.48 -2.50 -2.87
H: -9.39 -0.90 -1.22
H: -8.09 -0.30 0.78
H: -5.49 -2.05 2.21
H: -6.07 -0.38 2.03
H: -2.91 -1.47 2.53
H: -2.44 0.45 -1.14
H: -5.03 -3.05 -0.39
C: 1.00 2.42 3.84
C: 0.12 3.64 3.93
C: 0.27 4.55 4.96
C: -0.54 5.67 5.04
C: -1.51 5.90 4.07
C: -1.66 5.00 3.03
C: -0.84 3.89 2.96
Sb: -1.21 2.63 1.23
C: -3.26 2.32 1.94
C: -3.23 1.72 3.20
C: -4.40 1.52 3.90
C: -5.61 1.89 3.34
C: -5.63 2.47 2.08
C: -4.46 2.70 1.36
C: -4.55 3.35 0.02
C: -0.86 4.02 -0.43
C: -1.58 3.81 -1.60
C: -1.45 4.66 -2.68
C: -0.56 5.73 -2.59
C: 0.19 5.90 -1.45
C: 0.07 5.05 -0.35
C: 0.97 5.31 0.82
H: 1.56 2.28 4.75
H: 1.71 2.53 3.01
H: 0.39 1.53 3.66
H: 1.02 4.38 5.72
H: -0.42 6.37 5.85
H: -2.14 6.77 4.12
H: -2.41 5.17 2.27
H: -2.29 1.41 3.64
H: -4.37 1.09 4.89
H: -6.53 1.75 3.88
H: -6.57 2.76 1.64
H: -5.50 3.87 -0.09
H: -4.51 2.59 -0.77
H: -3.74 4.06 -0.13
H: -2.27 2.97 -1.67
H: -2.03 4.50 -3.58
H: -0.45 6.40 -3.43
H: 0.90 6.72 -1.40
H: 1.95 5.63 0.48
H: 1.08 4.43 1.46
H: 0.56 6.11 1.43

Calculated values
Energy above the lowest of the compared OMol25 structures with the same formula, charge and spin ... 1.540 eV
Energy ... -2867.56205 a.u.
LUMO level (alpha / beta) ... -7.58 / -10.93 eV
Net charge ... +3
Spin multiplicity ... 3
Gap between HOMO and LUMO (alpha / beta) ... 6.6 / 3.7 eV
Molar mass ... 1016.20 g/mol

---

[2]
DFT (ωB97M-V with the def2-TZVPD basis set) results for C47H53N6OOsP as an isolated structure.

Positions of all 109 atoms, in Å:
Os: -0.98 0.43 -0.20
C: 2.01 -4.91 -1.82
C: 1.00 -4.62 -0.77
C: 0.93 -5.41 0.38
C: -0.04 -5.14 1.32
C: -0.97 -4.14 1.08
C: -0.86 -3.40 -0.10
N: 0.13 -3.65 -0.94
C: -2.08 -2.67 -0.55
C: -3.06 -3.59 -0.94
C: -4.33 -3.16 -1.29
C: -4.57 -1.80 -1.22
C: -3.55 -0.93 -0.84
N: -2.30 -1.35 -0.53
C: -3.84 0.51 -0.91
C: -5.15 0.99 -0.82
C: -5.40 2.32 -1.12
C: -4.36 3.09 -1.62
C: -3.07 2.56 -1.67
C: -2.02 3.34 -2.38
N: -2.81 1.32 -1.21
H: 2.61 -5.77 -1.54
H: 2.67 -4.07 -1.99
H: 1.51 -5.13 -2.76
H: 1.62 -6.23 0.50
H: -0.12 -5.75 2.21
H: -1.80 -3.98 1.75
H: -2.82 -4.64 -0.97
H: -5.10 -3.85 -1.59
H: -5.54 -1.42 -1.49
H: -5.95 0.35 -0.51
H: -6.40 2.73 -1.05
H: -4.53 4.09 -1.98
H: -1.68 4.17 -1.76
H: -2.46 3.77 -3.27
H: -1.19 2.70 -2.68
C: -2.99 -1.94 3.11
C: -2.95 -0.45 3.39
C: -3.87 0.35 2.47
C: -1.52 0.12 3.31
C: -0.66 -0.30 4.51
O: 0.33 -1.14 3.94
C: 0.22 -1.11 2.62
N: -0.74 -0.37 2.15
C: 1.26 -1.92 1.96
C: 1.85 -2.88 2.80
C: 2.95 -3.62 2.41
C: 3.52 -3.39 1.17
C: 2.94 -2.46 0.32
C: 1.79 -1.75 0.67
P: 1.26 -0.52 -0.58
C: 1.22 -1.16 -2.30
C: 0.07 -0.85 -3.04
C: -0.03 -1.18 -4.37
C: 1.02 -1.85 -5.00
C: 2.17 -2.13 -4.29
C: 2.29 -1.77 -2.96
C: 2.77 0.52 -0.50
C: 3.53 0.81 -1.63
C: 4.77 1.43 -1.48
C: 5.22 1.79 -0.22
C: 4.44 1.54 0.90
C: 3.22 0.91 0.77
H: -3.98 -2.33 3.34
H: -2.27 -2.47 3.73
H: -2.77 -2.13 2.06
H: -3.28 -0.28 4.42
H: -3.39 0.50 1.50
H: -4.09 1.32 2.90
H: -4.81 -0.18 2.33
H: -1.62 1.21 3.25
H: -1.21 -0.86 5.27
H: -0.15 0.54 5.01
H: 1.45 -3.03 3.79
H: 3.39 -4.33 3.09
H: 4.42 -3.90 0.86
H: 3.42 -2.24 -0.62
H: -0.76 -0.32 -2.55
H: -0.91 -0.92 -4.94
H: 0.93 -2.13 -6.04
H: 3.00 -2.62 -4.78
H: 3.23 -1.95 -2.47
H: 3.19 0.54 -2.62
H: 5.37 1.62 -2.35
H: 6.19 2.27 -0.12
H: 4.81 1.82 1.88
H: 2.62 0.70 1.64
C: 2.45 5.78 1.32
C: 0.98 5.58 0.95
N: 0.77 4.45 0.06
C: 1.20 4.68 -1.32
C: 2.48 3.96 -1.72
C: 0.26 3.30 0.48
C: -0.10 3.12 1.92
N: 0.05 2.25 -0.31
H: 2.51 6.61 2.02
H: 3.05 6.03 0.45
H: 2.86 4.89 1.79
H: 0.63 6.48 0.44
H: 0.38 5.47 1.85
H: 1.36 5.76 -1.43
H: 0.40 4.41 -2.01
H: 3.26 4.10 -0.97
H: 2.84 4.39 -2.65
H: 2.33 2.90 -1.86
H: -0.97 3.71 2.19
H: 0.73 3.41 2.57
H: -0.32 2.07 2.06
H: 0.41 2.39 -1.25

Calculated values
Energy above the lowest of the compared OMol25 structures with the same formula, charge and spin ... 0.000 eV
Energy ... -2657.16733 a.u.
LUMO level (alpha / beta) ... -11.01 / -14.62 eV
Net charge ... +4
Spin multiplicity ... 5
Gap between HOMO and LUMO (alpha / beta) ... 7.6 / 4.0 eV
Molar mass ... 939.19 g/mol

---

[3]
DFT (ωB97M-V with the def2-TZVPD basis set) results for C47H54BrF6NP2PdSi as an isolated structure.

Positions of all 113 atoms, in Å:
Pd: 15.75 13.59 10.03
C: 15.27 17.96 11.67
N: 15.47 16.65 11.07
P: 17.06 15.84 10.66
C: 17.75 15.64 12.32
C: 18.04 16.72 13.14
C: 18.42 16.51 14.46
C: 18.41 15.22 14.99
C: 18.13 14.16 14.17
C: 17.80 14.34 12.83
C: 17.89 17.27 9.92
C: 19.26 17.46 10.07
C: 19.91 18.49 9.41
C: 19.16 19.37 8.64
C: 17.78 19.24 8.52
C: 17.14 18.19 9.18
P: 14.38 15.38 10.96
C: 12.84 15.99 10.19
C: 12.73 15.97 8.80
C: 11.57 16.38 8.15
C: 10.49 16.82 8.90
C: 10.55 16.78 10.30
C: 11.73 16.39 10.93
C: 13.93 14.97 12.66
C: 13.03 13.94 12.94
C: 12.82 13.54 14.24
C: 13.49 14.14 15.29
C: 14.40 15.17 15.03
C: 14.62 15.55 13.71
H: 16.11 18.59 11.39
H: 15.26 18.00 12.74
H: 14.36 18.41 11.28
H: 18.02 17.70 12.71
H: 18.70 17.35 15.08
H: 18.67 15.06 16.02
H: 18.19 13.15 14.58
H: 17.58 13.50 12.20
H: 19.85 16.78 10.69
H: 20.98 18.63 9.47
H: 19.67 20.18 8.15
H: 17.20 19.95 7.96
H: 16.05 18.05 9.11
H: 13.54 15.55 8.22
H: 11.52 16.37 7.07
H: 9.57 17.17 8.43
H: 9.66 17.03 10.86
H: 11.80 16.36 12.01
H: 12.52 13.43 12.14
H: 12.15 12.69 14.44
H: 13.34 13.79 16.30
H: 14.96 15.64 15.84
H: 15.34 16.31 13.52
F: 16.21 10.96 8.94
C: 16.65 11.72 9.99
F: 16.33 10.98 11.14
F: 18.00 11.61 9.94
F: 24.50 11.43 12.18
C: 24.42 12.59 11.52
F: 25.39 12.60 10.59
F: 24.74 13.57 12.40
C: 23.06 12.83 10.93
C: 21.97 12.54 11.74
C: 20.72 12.90 11.31
C: 20.58 13.52 10.06
C: 21.66 13.75 9.23
C: 22.92 13.40 9.68
C: 19.32 14.07 9.80
C: 18.27 14.67 9.92
H: 22.10 12.07 12.70
H: 19.82 12.75 11.91
H: 21.50 14.19 8.26
H: 23.79 13.54 9.04
C: 10.27 11.83 7.23
C: 11.16 10.59 7.42
C: 10.35 9.35 7.00
C: 12.36 10.80 6.48
Si: 11.77 10.49 9.25
Br: 13.21 12.24 9.46
C: 12.73 8.88 9.69
C: 13.66 9.13 10.92
C: 11.82 7.67 10.00
C: 13.69 8.44 8.55
C: 10.40 10.93 10.56
C: 10.92 10.65 11.99
C: 9.99 12.44 10.59
C: 9.09 10.16 10.36
H: 10.04 11.96 6.16
H: 10.74 12.77 7.55
H: 9.33 11.74 7.76
H: 9.96 9.56 6.02
H: 9.53 9.16 7.66
H: 10.98 8.45 6.90
H: 11.98 10.82 5.45
H: 13.12 10.01 6.55
H: 12.84 11.76 6.68
H: 13.11 9.43 11.82
H: 14.41 9.89 10.71
H: 14.19 8.21 11.19
H: 11.23 7.83 10.92
H: 12.45 6.79 10.13
H: 11.10 7.46 9.21
H: 14.41 9.21 8.28
H: 13.19 8.11 7.63
H: 14.25 7.61 8.94
H: 11.87 11.15 12.18
H: 11.02 9.58 12.21
H: 10.23 11.06 12.73
H: 10.84 13.08 10.82
H: 9.21 12.60 11.32
H: 9.55 12.78 9.63
H: 9.20 9.08 10.19
H: 8.49 10.55 9.50
H: 8.43 10.29 11.21

Calculated values
Energy ... -6151.38282 a.u.
LUMO level (alpha / beta) ... 0.30 / -1.02 eV
Net charge ... 0
Spin multiplicity ... 3
Gap between HOMO and LUMO (alpha / beta) ... 6.7 / 7.4 eV
Molar mass ... 1023.30 g/mol

---

[4]
DFT (ωB97M-V with the def2-TZVPD basis set) results for C47H54BrN3O2SbScSi2 as an isolated structure.

Positions of all 111 atoms, in Å:
Sc: 0.49 -0.74 0.82
C: 0.99 -2.40 5.42
Si: 0.27 -2.10 3.73
C: -1.59 -2.27 3.82
C: 0.99 -3.39 2.54
C: 0.79 -0.47 2.95
C: 2.26 -0.46 2.68
C: 3.30 -0.36 3.60
C: 4.60 -0.35 3.14
C: 4.87 -0.43 1.77
C: 3.82 -0.54 0.90
N: 2.55 -0.55 1.36
Si: 0.19 1.19 3.59
C: -1.68 1.19 3.80
C: 0.73 2.46 2.28
C: 0.97 1.71 5.20
H: 0.66 -3.37 5.80
H: 0.65 -1.64 6.13
H: 2.08 -2.40 5.42
H: -1.85 -3.31 4.04
H: -2.12 -2.00 2.90
H: -2.00 -1.66 4.62
H: 0.52 -4.36 2.64
H: 2.06 -3.52 2.73
H: 0.93 -3.15 1.46
H: 3.08 -0.29 4.65
H: 5.42 -0.27 3.84
H: 5.89 -0.42 1.40
H: 3.95 -0.61 -0.17
H: -2.22 0.54 3.11
H: -2.08 2.20 3.70
H: -1.93 0.86 4.81
H: 0.73 2.13 1.24
H: 1.76 2.77 2.48
H: 0.11 3.36 2.33
H: 0.77 0.99 5.99
H: 0.56 2.67 5.52
H: 2.06 1.84 5.12
C: -1.27 -3.34 -0.17
O: -1.26 -1.98 0.33
C: -2.50 -1.33 0.35
C: -3.72 -1.96 0.25
C: -4.87 -1.19 0.30
Br: -6.54 -2.04 0.15
C: -4.82 0.19 0.46
C: -3.58 0.82 0.54
C: -2.44 0.05 0.48
O: -1.16 0.60 0.56
C: -3.46 2.26 0.84
N: -4.19 2.87 1.70
C: -3.64 4.15 1.81
C: -4.05 5.22 2.60
C: -3.32 6.39 2.51
C: -2.21 6.50 1.66
C: -1.79 5.44 0.88
C: -2.52 4.26 0.98
N: -2.36 3.01 0.38
H: -1.72 -3.99 0.57
H: -0.23 -3.62 -0.34
H: -1.81 -3.37 -1.12
H: -3.80 -3.03 0.13
H: -5.72 0.78 0.53
H: -1.22 1.57 0.77
H: -4.91 5.13 3.25
H: -3.61 7.24 3.11
H: -1.67 7.43 1.61
H: -0.93 5.53 0.22
H: -2.06 2.94 -0.59
C: 0.97 -3.10 -4.71
C: -0.39 -2.70 -4.18
C: -1.52 -3.34 -4.68
C: -2.80 -2.99 -4.29
C: -2.98 -1.95 -3.38
C: -1.87 -1.31 -2.87
C: -0.58 -1.68 -3.25
Sb: 0.89 -0.55 -2.21
C: 0.62 1.42 -2.91
C: 0.72 2.42 -1.94
C: 0.52 3.75 -2.27
C: 0.21 4.09 -3.58
C: 0.11 3.10 -4.54
C: 0.32 1.75 -4.24
C: 0.21 0.73 -5.33
C: 2.84 -1.07 -2.84
C: 3.56 -0.20 -3.66
C: 4.87 -0.50 -4.02
C: 5.46 -1.66 -3.55
C: 4.74 -2.52 -2.73
C: 3.44 -2.24 -2.36
C: 2.70 -3.18 -1.44
H: 0.86 -3.74 -5.58
H: 1.55 -3.67 -3.97
H: 1.56 -2.24 -5.00
H: -1.39 -4.13 -5.41
H: -3.65 -3.51 -4.71
H: -3.98 -1.65 -3.09
H: -2.02 -0.49 -2.17
H: 0.99 2.16 -0.92
H: 0.64 4.52 -1.51
H: 0.05 5.12 -3.85
H: -0.12 3.38 -5.56
H: 0.32 1.19 -6.31
H: -0.76 0.22 -5.31
H: 0.98 -0.04 -5.24
H: 3.10 0.71 -4.02
H: 5.42 0.17 -4.66
H: 6.47 -1.91 -3.83
H: 5.21 -3.43 -2.37
H: 3.22 -4.13 -1.34
H: 1.69 -3.41 -1.81
H: 2.60 -2.77 -0.43

Calculated values
Energy above the lowest of the compared OMol25 structures with the same formula, charge and spin ... 0.000 eV
Energy ... -6291.77045 a.u.
LUMO level ... -5.54 eV
Net charge ... +2
Spin multiplicity ... 1
Gap between HOMO and LUMO ... 7.5 eV
Molar mass ... 995.76 g/mol